1.
{"formula": "C41H66IIrP2SeSi2", "method": "ωB97M-V/def2-TZVPD", "s_squared": 8.764, "lumo_ev": [-1.91, -5.18], "total_charge": 1, "e_homo_ev": [-8.527, -11.342], "orbital_gap_ev": [6.61, 6.16], "relative_energy_kcal_mol": 0.0, "multiplicity": 6, "symbols": ["H", "C", "H", "C", "C", "H", "H", "H", "H", "C", "H", "C", "C", "H", "H", "C", "H", "C", "C", "C", "H", "C", "C", "H", "H", "C", "H", "H", "Si", "P", "H", "Se", "C", "Si", "C", "H", "C", "H", "H", "H", "C", "H", "C", "H", "H", "Ir", "C", "C", "H", "H", "I", "H", "H", "H", "H", "H", "H", "C", "H", "C", "H", "H", "H", "C", "C", "H", "H", "C", "C", "C", "H", "H", "C", "H", "H", "H", "H", "C", "H", "C", "H", "C", "C", "H", "H", "H", "H", "C", "H", "C", "H", "H", "H", "C", "H", "C", "C", "H", "H", "H", "C", "P", "C", "H", "H", "H", "C", "H", "C", "H", "H", "H", "H", "H"], "coordinates": [[-16.9608, -9.9509, 11.6122], [-16.1735, -1.4693, 7.2023], [-16.3027, -4.5934, 16.0129], [-19.5302, -5.9962, 16.4496], [-19.5941, -3.7529, 15.5561], [-22.1156, -4.7824, 7.6975], [-12.0947, -4.8833, 10.2654], [-17.9959, -0.7751, 8.0431], [-18.2462, -7.3792, 15.4346], [-15.9483, -8.0778, 11.9206], [-15.4702, 0.1624, 10.7497], [-16.5867, -2.0788, 13.2738], [-15.3695, -5.0480, 15.6740], [-13.1898, -0.3106, 13.6739], [-13.8352, -6.6672, 13.9096], [-15.8928, -0.0078, 9.7651], [-14.1062, -6.6348, 9.5282], [-14.1197, -0.8308, 13.5547], [-18.6830, -4.1018, 14.5554], [-22.7144, -5.1719, 8.5393], [-17.7499, -7.9997, 13.0772], [-18.6142, -6.3543, 15.4630], [-13.3558, -3.2514, 9.5300], [-19.8706, -6.7321, 17.1683], [-15.3480, -6.0780, 16.1107], [-14.4605, -1.4045, 12.3411], [-15.3985, -4.0475, 13.7959], [-19.2521, -0.8916, 14.0537], [-18.2788, -2.9393, 13.0552], [-16.2256, -2.8888, 10.6382], [-13.4888, -2.6827, 8.5980], [-20.4437, -3.2733, 10.0950], [-14.0204, -5.6304, 13.5822], [-22.5736, -4.0141, 10.0116], [-15.9300, -9.6084, 11.7696], [-11.8849, -5.1362, 13.7126], [-16.7877, -1.2874, 9.7434], [-12.8426, -4.9338, 7.2634], [-12.0458, -6.2168, 8.1718], [-17.6895, -1.0586, 10.3406], [-23.2131, -4.9192, 11.5141], [-24.3107, -4.9625, 11.4599], [-12.8086, -4.7396, 15.6310], [-14.0682, -8.7828, 13.8862], [-14.1033, -4.4074, 17.3340], [-17.8915, -4.4418, 11.2810], [-14.9700, -9.3568, 14.1413], [-14.1391, -4.2870, 16.2352], [-20.4830, -1.9283, 13.2378], [-16.1074, 0.6826, 7.0415], [-19.9463, -6.9788, 11.5175], [-19.9988, -2.7578, 15.6165], [-23.3033, -1.8807, 8.9394], [-14.7458, -0.4237, 15.5630], [-15.4644, -2.3175, 7.2613], [-16.5671, 0.8608, 9.6024], [-12.9259, -3.7188, 13.7050], [-12.8366, -4.7552, 14.0919], [-14.0272, -5.6576, 12.4860], [-16.2246, -1.5227, 14.4846], [-22.9378, -4.3527, 12.4208], [-11.3484, -3.9348, 8.9801], [-24.7205, -2.7954, 9.5456], [-14.8040, 0.1062, 8.6748], [-16.6966, -7.6596, 13.2019], [-14.5308, -4.4708, 10.8775], [-13.8187, -1.2798, 11.4717], [-18.5429, -5.8676, 10.2335], [-15.3585, -5.0934, 14.1183], [-12.7914, -5.4157, 8.2638], [-15.3732, -9.8573, 10.8496], [-12.0004, -4.0891, 16.0012], [-14.9987, -0.8828, 14.6230], [-14.3948, 1.1194, 8.7214], [-22.2891, -6.1599, 8.7746], [-12.5745, -5.7670, 16.0100], [-17.7883, -2.5286, 8.2548], [-19.4493, -1.5441, 13.1740], [-22.8095, -5.9481, 11.6043], [-14.7120, -3.8535, 9.9733], [-14.9110, -7.7152, 11.9635], [-15.4113, -0.1434, 7.2786], [-23.6673, -2.5161, 9.7654], [-15.3573, -4.2621, 7.9561], [-16.9513, -9.0389, 14.8839], [-16.1778, -5.2715, 9.1372], [-14.6107, -0.1031, 6.5225], [-15.3023, -10.3212, 12.9989], [-19.1497, -5.5410, 9.3933], [-14.1859, -5.9706, 8.6252], [-20.7348, -4.4109, 17.2441], [-14.2560, -3.2056, 16.0698], [-13.9687, -0.5911, 8.8600], [-16.1407, -8.4009, 14.4557], [-23.6836, -1.8854, 10.6611], [-18.1775, -5.4025, 14.5473], [-20.0124, -4.6995, 16.4866], [-14.5652, -6.6339, 7.8235], [-17.8233, -6.6380, 9.9033], [-16.8654, -1.5974, 15.3596], [-17.2494, -1.5587, 8.3042], [-16.9209, -5.7513, 13.2387], [-15.2009, -4.8342, 8.8775], [-23.7614, -5.2984, 8.2193], [-16.4138, -7.6250, 11.0337], [-12.9591, -2.5552, 10.2824], [-15.6797, -2.0741, 12.2110], [-16.6676, -1.5568, 6.2151], [-12.3051, -4.3733, 9.2949], [-19.3758, -0.9179, 12.2776], [-15.8718, -7.7109, 15.2630], [-15.9932, -11.1124, 13.3613], [-14.3672, -10.8340, 12.6921], [-14.6952, -9.9479, 15.0447]]}

---

2.
{"formula": "C41H68N9O5S2", "method": "ωB97M-V/def2-TZVPD", "lumo_ev": 1.46, "total_charge": -1, "e_homo_ev": -5.315, "orbital_gap_ev": 6.77, "symbols": ["H", "H", "H", "H", "C", "H", "H", "C", "H", "C", "C", "C", "C", "H", "H", "H", "C", "H", "H", "H", "C", "C", "H", "H", "H", "H", "H", "H", "S", "H", "C", "N", "H", "H", "H", "H", "C", "C", "H", "H", "C", "C", "H", "H", "C", "C", "H", "C", "H", "H", "C", "O", "H", "H", "N", "C", "H", "H", "H", "H", "H", "C", "C", "C", "H", "H", "H", "H", "H", "C", "C", "C", "C", "C", "H", "C", "H", "C", "H", "H", "H", "H", "N", "C", "H", "H", "H", "C", "C", "H", "H", "C", "C", "C", "C", "O", "H", "C", "O", "H", "H", "N", "N", "O", "H", "C", "H", "H", "H", "H", "H", "N", "H", "H", "O", "H", "H", "C", "S", "H", "N", "N", "C", "C", "N"], "coordinates": [[4.0318, -3.2696, 0.8286], [4.8011, -5.9820, 4.1453], [-9.8436, 2.7195, -3.3666], [3.3039, -2.0303, -3.2152], [4.8482, -0.7940, -0.5022], [2.6649, -1.9678, -1.5630], [5.2434, 3.9831, -5.5443], [3.2231, 3.4783, 2.0500], [3.7189, -3.8004, 3.4328], [-5.7957, 2.7790, 1.7007], [5.5786, -8.2579, 6.7012], [7.8571, -7.6352, 7.4299], [5.4499, 2.4178, 1.8107], [7.3175, -9.3551, 6.2212], [-0.4463, 3.0375, -3.1879], [1.7160, -1.3192, -2.8928], [-0.5119, 2.0115, -0.5773], [-3.9244, 1.7411, 1.5153], [4.7104, 6.5411, -3.9451], [-9.8829, 2.8679, -7.5501], [6.7958, 5.1919, -2.8208], [-9.3488, 1.1819, -1.9528], [-1.0013, -3.8470, 2.1860], [3.6572, 4.6971, -5.2235], [-10.5664, 2.9404, -1.7787], [5.2721, 3.2741, 3.8055], [-6.3936, 1.8676, 1.7116], [6.8231, 2.5126, 3.4778], [1.9098, -4.3509, 1.1195], [-11.6141, 2.5671, -7.3518], [1.5370, 3.0854, -2.4644], [6.8258, 4.6656, -1.8015], [8.7610, -5.8660, 6.5760], [2.7713, 0.5332, -1.6263], [-8.4440, 0.8393, -2.4616], [-12.0072, 4.9666, -6.8673], [-1.9347, -7.2107, 2.4801], [-2.9324, -7.0284, 3.5360], [4.1486, -5.1016, 0.5738], [-11.2836, 4.7469, -8.4547], [-9.6508, 2.6376, -2.2941], [-11.0912, 4.6648, -7.3821], [6.4538, 4.0899, 2.7666], [7.1294, -6.1676, 5.9941], [-3.2129, -5.7300, 4.1469], [5.3141, 5.9596, -4.6471], [-1.4692, 3.8686, -1.0604], [4.1608, -5.9248, 3.2162], [3.9852, 2.7053, 0.2402], [-2.4939, 3.4811, 2.5807], [4.8146, -0.1223, -1.8232], [-0.0692, -7.7660, 0.3313], [-8.7677, 4.6091, -2.1968], [-7.5947, 3.3130, -2.4515], [-9.5060, 5.5118, -4.4139], [-3.3803, 4.3336, 0.8659], [-9.2129, 1.0406, -0.8785], [6.8117, -9.4696, 7.9107], [-9.0345, 5.3421, -7.5365], [3.1022, -6.1900, 3.4940], [7.4596, -7.0941, 8.2929], [2.7321, -1.4222, -2.5076], [4.6721, 4.5900, -4.8366], [0.1429, 3.5984, -2.4590], [-6.2817, 3.5112, 2.3464], [5.3513, -4.1292, 2.7468], [5.0466, 1.4469, 2.1099], [-1.7652, -8.2259, 2.0469], [0.1487, 4.6467, -2.7637], [6.7569, 5.8749, -4.1415], [-9.6981, 5.5566, -5.5439], [-1.5149, -4.7573, 2.5651], [-1.2001, -6.0397, 1.9656], [-3.4933, 3.7375, 2.2229], [4.6028, 4.0445, -3.8934], [3.7600, -4.2768, 1.2334], [8.4735, -7.1578, 5.4027], [6.9182, -8.7879, 7.0648], [5.4403, -0.6778, -2.5255], [5.2308, 0.8830, -1.7215], [-10.6530, 3.0677, -5.9673], [6.2561, 2.2248, 1.0989], [-8.0630, 3.4811, 0.6731], [4.3568, 3.2386, 1.1180], [-10.2072, 6.6391, -7.2815], [0.1259, 4.0475, -0.3439], [-2.6395, -3.5379, 4.0482], [-0.4580, 3.4585, -1.0573], [6.0300, 3.1180, 3.0347], [8.8259, -8.0460, 7.7267], [-3.9161, 4.4803, 2.9028], [-10.7882, 3.2095, -7.0416], [-4.3750, 2.4864, 2.1768], [-8.2590, 3.5270, -0.4574], [3.3723, -0.0474, -2.3249], [-0.4698, -5.6226, -0.6115], [5.3017, 6.4943, -5.6006], [-9.9500, 5.6145, -7.0072], [4.7109, -6.8482, 2.2602], [3.3562, 0.4816, -3.2788], [-3.9481, -5.5595, 4.9633], [-3.2930, 4.7918, -0.1833], [1.5683, -5.9906, 1.0441], [1.4246, -3.6972, 2.3683], [0.4864, 1.5759, -0.4937], [8.0642, -6.6530, 6.2816], [4.4898, -7.7314, 2.5921], [-1.1000, 1.3930, -1.2605], [-4.4170, 2.0450, 3.1758], [-5.8049, 3.1602, 0.6822], [-10.1757, 0.5394, -2.2621], [4.5466, -7.8430, 6.4205], [7.3789, 5.3203, -4.8473], [-0.9720, 1.9565, 0.4111], [1.5555, -3.5711, -0.0798], [-3.5030, -7.9182, 3.8891], [4.7530, 4.2011, 0.7865], [4.2731, -4.4368, 2.7018], [-0.0040, -6.3078, 0.6060], [7.1778, 6.8764, -4.0341], [2.3485, 3.6634, 2.7706], [4.8696, -1.3193, 0.5235], [-8.5098, 3.5863, -1.9212], [-2.4839, -4.5672, 3.6454], [2.6115, 2.6812, -2.4684]]}

---

3.
{"formula": "C41H69BF2IN2O27P", "method": "ωB97M-V/def2-TZVPD", "lumo_ev": -0.42, "total_charge": 0, "e_homo_ev": -9.518, "orbital_gap_ev": 9.10, "relative_energy_kcal_mol": 35.7, "smiles": "CCB(O)[C@H](O[C@H](Cc1ccc(C)cc1)[C@@](I)(OCOC#N)P(=O)(O)O)N(C(=O)F)C(=O)F.CCOC(=O)OC.CCOC(=O)OC.CCOC(=O)OC.CCOC(=O)OC.CCOC(=O)OC.CCOC(=O)OC", "symbols": ["C", "H", "C", "O", "O", "H", "O", "H", "C", "C", "O", "C", "O", "H", "O", "H", "O", "H", "H", "C", "H", "C", "O", "H", "H", "N", "H", "C", "C", "O", "H", "H", "H", "C", "C", "I", "H", "C", "H", "H", "O", "C", "H", "C", "C", "C", "H", "H", "H", "O", "H", "H", "C", "C", "H", "O", "H", "H", "H", "C", "C", "H", "H", "C", "C", "H", "C", "H", "H", "H", "H", "C", "O", "H", "H", "H", "C", "H", "C", "H", "C", "H", "H", "H", "H", "O", "O", "H", "O", "O", "N", "H", "F", "F", "H", "C", "C", "O", "H", "H", "H", "H", "C", "H", "O", "H", "B", "C", "O", "H", "H", "C", "H", "H", "O", "O", "H", "H", "H", "H", "C", "P", "C", "O", "H", "H", "C", "O", "O", "O", "C", "C", "C", "O", "C", "C", "H", "H", "H", "H", "H", "H", "H", "C"], "coordinates": [[5.8282, 0.8605, 6.4431], [-1.8471, -2.7000, -8.5323], [-2.0413, -3.1299, -7.5501], [5.0751, 1.8138, -3.4190], [5.2050, -0.1035, -2.4362], [1.3204, 7.6552, -4.0550], [-2.2778, -0.5041, 2.9107], [6.3418, 1.7796, 6.7193], [-0.0906, 3.3760, 1.5355], [-1.7808, -1.1544, -6.3656], [-2.6980, -12.1975, 4.1751], [-3.7994, -6.9468, 0.7828], [2.0670, 5.7347, -4.1499], [-4.4284, 8.0158, -0.1872], [-2.4604, -0.2623, -5.6481], [-4.1136, -3.3164, 4.4301], [-0.6220, -1.0844, -6.6786], [4.1284, 3.0912, -6.4022], [-0.4907, 4.7203, -1.0665], [8.5847, 0.0182, 2.7877], [5.3407, -1.9055, -1.4976], [-3.5995, -12.1957, 3.3794], [0.4836, 9.0849, -1.4273], [-1.1255, -3.5374, -7.1255], [-0.8813, 3.0170, 0.8734], [4.2311, 6.4398, -5.0719], [6.4067, -1.7429, -2.9009], [-4.2883, 5.4371, -3.3819], [0.1229, 4.7422, 1.6589], [0.5518, 6.5744, -2.5539], [2.9978, 9.0105, 0.1885], [3.4201, 1.6268, 3.5034], [-2.7672, -3.9323, -7.6551], [-4.3500, 5.9057, 1.8034], [1.1130, 5.1719, 2.5214], [2.4707, 5.0428, -0.8775], [-3.8872, 5.0423, 2.3016], [-2.2682, 4.3424, -3.5731], [-5.8029, 5.6312, 0.2116], [2.5306, 7.2952, -2.8301], [2.7464, 8.4963, -0.5904], [-2.1008, -2.5699, 4.6123], [-0.9939, 2.7610, -6.0417], [-2.6801, 5.6480, -1.5589], [-0.5078, 5.7468, -0.6593], [2.4715, 1.9184, 3.9616], [-1.3656, -9.0791, 2.2092], [-3.8293, -9.1660, 2.3335], [-5.2111, 6.2679, 2.3686], [-1.5030, 4.3775, -4.4787], [-1.9927, -10.2963, 1.0834], [8.4253, -0.0376, 1.7119], [3.1817, 6.0940, -4.7046], [-1.4887, 1.8572, -6.3847], [-3.7883, -2.4492, 5.9453], [-1.5892, 6.4738, -1.2648], [-2.9642, -0.5668, 0.2553], [-5.0911, -9.0755, 0.0751], [1.0809, 7.8134, 1.5744], [-3.5894, -2.4678, 4.8736], [5.4174, -1.5136, -2.5089], [-3.0384, -14.7981, 3.3567], [-1.7111, -3.4714, 5.0838], [1.6419, 2.8801, 3.1149], [1.8558, 4.2439, 3.2319], [6.1938, 0.0251, 7.0393], [-2.2244, -5.5669, 1.8385], [-3.1571, -9.7057, 3.8623], [-2.2478, -4.7987, 2.6072], [-1.9432, -4.1823, 0.2201], [5.1354, 3.6800, -4.2279], [7.2648, 0.5252, 4.6552], [-1.6829, -1.8777, 1.2136], [-2.4373, 2.1297, -6.8522], [-5.0722, -7.9617, -1.3256], [-1.7553, -6.4509, 2.2753], [-3.9983, -14.4509, 3.7377], [-3.9529, -14.3157, 4.8169], [4.0678, 2.3966, -5.5638], [2.6309, 4.6112, 3.9043], [-1.8995, -0.7905, 0.3152], [-0.7806, 0.5991, -4.7669], [-1.5583, -1.7222, 5.0322], [-0.4353, -4.7752, 0.9417], [4.6471, -1.9760, -3.1252], [7.2825, 0.1547, 3.3762], [5.7853, 0.0303, -4.6154], [-4.4738, 4.3819, 0.2083], [-4.8985, 6.2875, -3.9411], [8.2215, 0.7642, 5.3420], [-2.8953, 5.5418, -3.0543], [-2.3203, 1.3823, -4.4743], [-2.5863, 3.1404, -3.0326], [-4.9637, 4.2878, -3.0787], [-0.8935, 6.6025, 1.3862], [0.7966, 6.4299, -1.1594], [-1.9524, -1.5833, 2.4897], [-2.6160, -2.1457, -6.6901], [-2.5945, 4.6172, -1.1762], [-0.8695, 1.4012, -7.1569], [9.1812, 0.9103, 2.9818], [6.1706, 2.5225, -5.0471], [5.3986, 0.5344, -3.5953], [-3.5506, 6.6597, 1.7398], [5.9892, 0.5738, 5.0519], [4.7650, 0.9873, 6.6328], [-3.9621, 6.2961, -0.7829], [5.1929, 2.6514, -4.5819], [-4.3726, 7.5835, -1.0515], [1.3024, 6.2343, 2.6776], [3.0994, 2.5156, -5.0733], [-1.8859, -10.0332, 2.1361], [-4.7571, -15.1948, 3.5086], [-1.5530, -1.0940, -0.6695], [-4.3765, -13.2408, 3.0812], [-2.9591, -7.7257, 0.4141], [-4.0094, -1.5647, 4.4325], [4.1052, 1.3816, -5.9576], [1.8233, 1.0541, 4.1720], [8.6653, -2.1155, 3.0729], [1.6405, 6.8911, -3.3305], [1.1536, 8.1496, -0.5321], [-1.7197, 0.8985, -5.2358], [-1.8149, -2.6976, 3.2101], [2.6005, 2.4099, 4.9371], [-6.5454, -8.1693, -0.3659], [0.6446, 2.4549, 2.2448], [-3.5936, -5.8441, 1.4987], [-5.1070, -7.0382, 0.5300], [-3.9942, -11.1646, 2.6351], [9.2865, -1.2380, 3.2610], [-3.2424, -9.9523, 2.8027], [-0.7971, 5.6541, 0.8430], [0.6707, 8.4698, 0.9855], [-4.7263, 5.4439, 0.3307], [-5.4602, -8.1309, -0.3216], [10.2388, -1.3609, 2.7448], [-1.7907, 5.1827, 0.9318], [9.4806, -1.2054, 4.3324], [-1.3405, 0.0918, 0.6242], [0.4486, 1.3858, 2.1660], [-1.2628, -10.7995, 2.5975], [-1.3806, -5.8033, -0.1402], [-1.4478, -5.0529, 0.6477]]}